1.
Below is a molecular structure, C46H45F5GeIrN6O9S3, with properties calculated with ωB97M-V with the def2-TZVPD basis set.

⟨S²⟩ ... 0.76
Electronic energy ... -181244.5107 eV
E_LUMO (spin up / spin down) ... -1.2 / -2.9 eV
HOMO (spin up / spin down) ... -7.49 / -7.49 eV
Energy relative to the best compared isomer or geometry (same formula, charge and spin) ... 1.037 eV
Orbital gap (spin up / spin down) ... 6.314 / 4.561 eV

Structure (ORCA input):
```
! wB97M-V def2-TZVPD RIJCOSX def2/J DEFGRID3
* xyz 0 2
Ir -0.290 0.246 -0.821
C -8.057 1.843 3.028
C -6.592 1.939 2.709
C -6.041 3.112 2.203
C -4.688 3.199 1.914
C -3.873 2.096 2.125
C -4.398 0.928 2.655
C -5.749 0.854 2.940
S -2.151 2.194 1.752
O -1.424 1.409 2.706
O -1.840 3.594 1.585
N -1.939 1.436 0.324
C -2.309 2.030 -0.855
C -3.217 3.058 -1.122
C -3.366 3.469 -2.424
C -2.611 2.886 -3.443
C -1.749 1.867 -3.129
N -1.620 1.427 -1.858
H -8.599 2.719 2.675
H -8.213 1.761 4.105
H -8.498 0.959 2.567
H -6.676 3.975 2.045
H -4.257 4.132 1.577
H -3.749 0.089 2.838
H -6.155 -0.065 3.345
H -3.767 3.516 -0.319
H -4.060 4.266 -2.656
H -2.695 3.214 -4.468
H -1.140 1.398 -3.877
C 6.710 2.133 -2.106
C 6.306 2.708 -0.746
S 5.006 1.713 -0.061
O 3.754 2.161 -0.635
O 5.380 0.324 -0.141
C 4.859 2.094 1.681
C 4.103 0.988 2.448
N 3.131 0.201 1.669
C 1.961 0.662 1.178
N 1.408 -0.238 0.354
C 2.246 -1.326 0.333
C 3.303 -1.054 1.128
N 4.375 -1.977 1.410
O 4.399 -2.969 0.721
O 5.148 -1.717 2.314
C 1.441 2.015 1.485
H 7.460 2.785 -2.549
H 5.868 2.078 -2.795
H 7.128 1.135 -2.000
H 5.888 3.711 -0.836
H 7.131 2.716 -0.032
H 4.387 3.072 1.755
H 5.869 2.156 2.087
H 3.579 1.415 3.301
H 4.824 0.268 2.810
H 2.059 -2.211 -0.230
H 1.315 2.151 2.559
H 0.461 2.164 1.039
H 2.115 2.774 1.086
C -5.963 -2.185 0.493
C -5.382 -1.163 -0.242
C -4.010 -0.961 -0.193
C -3.191 -1.772 0.584
C -3.788 -2.820 1.291
C -5.161 -3.020 1.256
Ge -1.234 -1.672 0.749
C -0.769 -1.531 2.665
C -1.793 -1.645 3.606
C -1.544 -1.592 4.968
C -0.251 -1.420 5.436
C 0.788 -1.341 4.524
C 0.527 -1.403 3.163
C -0.572 -3.449 0.248
C -1.291 -4.275 -0.615
C -0.883 -5.577 -0.862
C 0.254 -6.082 -0.248
C 0.969 -5.284 0.633
C 0.548 -3.988 0.884
H -7.034 -2.342 0.457
H -5.997 -0.519 -0.858
H -3.578 -0.166 -0.786
H -3.177 -3.506 1.868
H -5.599 -3.839 1.813
H -2.809 -1.804 3.280
H -2.367 -1.683 5.666
H -0.055 -1.371 6.499
H 1.811 -1.249 4.870
H 1.369 -1.386 2.488
H -2.180 -3.907 -1.109
H -1.452 -6.198 -1.542
H 0.574 -7.097 -0.445
H 1.851 -5.671 1.127
H 1.110 -3.399 1.599
F -0.819 -0.530 -3.528
C -0.553 -1.165 -2.348
F -1.722 -1.818 -2.083
C 0.447 -2.266 -2.882
F -0.256 -3.256 -3.436
F 1.232 -1.760 -3.822
F 1.228 -2.807 -1.949
N 1.236 1.373 -1.928
C 2.168 0.985 -2.981
C 3.232 0.153 -2.667
C 4.235 -0.029 -3.596
C 4.188 0.617 -4.826
C 3.082 1.383 -5.154
C 2.065 1.577 -4.227
S 5.636 0.574 -5.883
O 6.058 -0.812 -5.837
O 6.532 1.496 -5.197
O 5.150 1.040 -7.168
H 0.704 2.164 -2.283
H 1.837 1.750 -1.193
H 3.310 -0.298 -1.688
H 5.097 -0.642 -3.367
H 3.062 1.862 -6.123
H 1.238 2.243 -4.452
*
```

---

2.
Below is a gas-phase ion, C2H9N3P (charge +1) in a non-equilibrium geometry, with properties calculated with ωB97M-V with the def2-TZVPD basis set.

Electronic energy ... -15971.9543 eV
E_LUMO ... -3.4 eV
HOMO ... -14.55 eV
Energy relative to the best compared isomer or geometry (same formula, charge and spin) ... 0.000 eV
Orbital gap ... 11.168 eV
Structure (SMILES) ... CNC(=[NH2+])NP

Structure (ORCA input):
```
! wB97M-V def2-TZVPD RIJCOSX def2/J DEFGRID3
* xyz 1 1
C 0.535 0.197 -0.257
C -1.639 -0.517 -1.447
N -0.262 -0.036 -1.455
N 0.247 -0.338 0.925
N 1.427 1.157 -0.290
P 1.039 0.178 2.449
H -2.029 -0.320 -0.438
H -2.043 0.062 -2.170
H -1.664 -1.594 -1.591
H -0.068 0.746 -2.039
H -0.409 -1.043 0.860
H 1.716 1.668 -1.177
H 1.965 1.098 0.518
H -0.182 -0.095 3.133
H 1.367 -1.163 2.979
*
```

---

3.
Below is a molecular structure, C14H14ClMnNO2 in a non-equilibrium geometry, with properties calculated with ωB97M-V with the def2-TZVPD basis set.

⟨S²⟩ ... 8.81
Electronic energy ... -64168.4068 eV
E_LUMO (spin up / spin down) ... 5.2 / 5.1 eV
HOMO (spin up / spin down) ... 3.06 / -1.35 eV
Energy relative to the best compared isomer or geometry (same formula, charge and spin) ... 0.000 eV
Orbital gap (spin up / spin down) ... 2.119 / 6.487 eV

Structure (ORCA input):
```
! wB97M-V def2-TZVPD RIJCOSX def2/J DEFGRID3
* xyz -2 6
C -0.402 0.805 -3.687
C 1.018 0.925 -3.426
C 1.186 1.732 -2.244
C -0.118 2.141 -1.790
C -1.104 1.569 -2.673
Mn 0.013 -0.029 -1.806
N -1.419 -1.080 -1.960
C -0.266 -2.126 -2.244
C 1.116 -1.526 -2.321
H 2.138 2.047 -1.819
H 1.815 0.506 -4.030
H -0.325 2.831 -0.975
H -2.177 1.734 -2.616
H -0.851 0.280 -4.523
H 1.527 -1.536 -3.332
H -0.291 -2.930 -1.487
H -2.204 -1.496 -1.465
H 1.771 -1.889 -1.528
H -0.513 -2.592 -3.211
Cl -0.481 0.854 6.845
C -0.297 0.463 5.189
C 0.289 -0.760 4.821
C 0.452 -1.062 3.467
C 0.045 -0.156 2.481
C -0.560 1.049 2.852
C -0.731 1.367 4.203
C 0.273 -0.504 1.025
O 0.799 -1.596 0.740
O -0.129 0.395 0.180
H 0.613 -1.457 5.589
H 0.902 -2.004 3.163
H -0.896 1.740 2.080
H -1.192 2.305 4.499
*
```

---

4.
Below is a molecular structure, C22H42NP3PmS2 in a non-equilibrium geometry, with properties calculated with ωB97M-V with the def2-TZVPD basis set.

⟨S²⟩ ... 6.01
Electronic energy ... -91048.9939 eV
E_LUMO (spin up / spin down) ... -9.3 / -9.0 eV
HOMO (spin up / spin down) ... -16.48 / -16.47 eV
Energy relative to the best compared isomer or geometry (same formula, charge and spin) ... 0.000 eV
Orbital gap (spin up / spin down) ... 7.150 / 7.428 eV

Structure (ORCA input):
```
! wB97M-V def2-TZVPD RIJCOSX def2/J DEFGRID3
* xyz 3 5
Pm -0.316 0.228 0.962
P 1.210 -0.686 -1.653
P 0.898 2.857 0.380
P -1.297 -2.413 0.223
H -3.940 0.879 2.963
C -3.520 -0.135 2.849
C -2.354 -0.552 3.615
H -1.553 0.114 4.012
C 0.584 -0.429 -3.356
C 2.779 0.226 -1.820
C 1.953 -2.366 -1.819
C 0.608 4.401 1.427
C 2.744 2.954 0.046
C 0.171 3.172 -1.296
C -2.664 -2.985 1.260
C -0.113 -3.693 0.678
C -1.806 -2.800 -1.487
H -4.464 -0.785 2.757
H -2.367 -1.611 3.807
H 1.416 -0.609 -4.074
H 0.249 0.621 -3.489
H -0.252 -1.104 -3.612
H 3.519 -0.394 -2.359
H 3.184 0.399 -0.807
H 2.585 1.161 -2.368
H 2.798 -2.270 -2.520
H 1.236 -3.100 -2.213
H 2.357 -2.681 -0.843
H 1.469 5.045 1.312
H 0.564 4.022 2.450
H -0.334 4.881 1.177
H 3.001 3.646 -0.767
H 3.086 1.953 -0.262
H 3.287 3.242 0.953
H -0.147 4.224 -1.373
H -0.717 2.542 -1.482
H 0.937 2.954 -2.063
H -3.158 -3.825 0.753
H -3.414 -2.187 1.429
H -2.264 -3.308 2.238
H -0.472 -4.604 0.194
H -0.163 -3.778 1.779
H 0.903 -3.449 0.351
H -2.501 -3.655 -1.399
H -0.921 -3.084 -2.093
H -2.320 -1.934 -1.941
C -3.194 1.647 -0.134
C -3.590 1.440 -1.473
C -3.999 2.505 -2.264
C -4.386 3.647 -1.534
C -3.869 3.946 -0.255
C -3.164 2.923 0.465
S -3.160 -0.005 0.618
H -3.378 -0.716 -0.442
H -3.691 0.456 -1.871
H -4.211 2.195 -3.289
H -5.128 4.260 -1.972
H -4.020 4.921 0.239
H -2.661 3.040 1.490
S 1.419 -0.633 2.653
C 2.819 -1.303 1.829
N 3.854 -0.449 1.483
C 5.112 -0.934 1.220
C 5.288 -2.290 1.137
C 4.220 -3.183 1.316
C 2.981 -2.682 1.690
H 3.690 0.577 1.546
H 5.905 -0.198 1.124
H 6.284 -2.697 0.927
H 4.314 -4.264 1.170
H 2.085 -3.283 1.806
*
```

---

5.
Below is a molecular structure, C16H16N3O4Ta, with properties calculated with ωB97M-V with the def2-TZVPD basis set.

Electronic energy ... -31049.7158 eV
E_LUMO ... -9.4 eV
HOMO ... -14.63 eV
Energy relative to the best compared isomer or geometry (same formula, charge and spin) ... 0.000 eV
Orbital gap ... 5.260 eV

Structure (ORCA input):
```
! wB97M-V def2-TZVPD RIJCOSX def2/J DEFGRID3
* xyz 2 1
Ta 0.092 0.101 0.074
C -3.953 0.932 -0.978
C -2.819 -0.014 -0.924
O -1.676 0.473 -0.391
C -2.804 -1.293 -1.360
C -1.688 -2.173 -1.249
C -1.838 -3.567 -1.730
N -0.524 -1.793 -0.705
N 0.417 -2.814 -0.616
C 1.520 -2.396 -0.116
O 1.557 -1.058 0.222
C 2.700 -3.191 0.122
C 2.671 -4.563 -0.159
C 3.802 -5.325 0.049
C 4.962 -4.729 0.533
C 4.994 -3.368 0.814
C 3.867 -2.595 0.611
H -3.732 1.720 -1.703
H -4.096 1.401 -0.003
H -4.869 0.431 -1.278
H -3.705 -1.693 -1.800
H -2.796 -3.709 -2.219
H -1.758 -4.249 -0.880
H -1.019 -3.831 -2.400
H 1.763 -5.016 -0.532
H 3.786 -6.385 -0.163
H 5.847 -5.330 0.694
H 5.899 -2.914 1.192
H 3.889 -1.537 0.833
O 1.419 2.975 -2.422
C 1.535 2.959 -1.252
C 2.059 3.983 -0.264
C 1.785 3.421 1.139
C 1.196 2.093 0.849
O 0.684 1.248 1.696
N 1.132 1.773 -0.456
H 1.572 4.939 -0.450
H 3.123 4.120 -0.462
H 1.080 4.004 1.735
H 2.677 3.282 1.754
*
```

---

6.
Below is a single C5H7NO2 molecule, with properties calculated with ωB97M-V with the def2-TZVPD basis set.

Electronic energy ... -10883.0234 eV
E_LUMO ... 0.6 eV
HOMO ... -10.00 eV
Energy relative to the best compared isomer or geometry (same formula, charge and spin) ... 0.594 eV
Orbital gap ... 10.570 eV
Structure (SMILES) ... [H]/N=C(C)/C=C\C(=O)O

Structure (ORCA input):
```
! wB97M-V def2-TZVPD RIJCOSX def2/J DEFGRID3
* xyz 0 1
C 1.576 -0.190 0.975
C -1.437 1.197 -0.821
C 0.588 -0.909 0.092
C -1.690 0.139 0.172
C -0.813 -0.789 0.549
O -0.146 1.345 -1.160
N 0.839 -1.617 -0.913
O -2.294 1.895 -1.291
H -0.065 2.019 -1.851
H 1.820 -1.674 -1.165
H -2.701 0.146 0.556
H -1.114 -1.538 1.271
H 1.362 0.877 0.959
H 1.482 -0.543 2.003
H 2.595 -0.357 0.624
*
```

---

7.
Below is a molecular structure, C20H25ClN2OPb in a non-equilibrium geometry, with properties calculated with ωB97M-V with the def2-TZVPD basis set.

Electronic energy ... -43923.3096 eV
E_LUMO (spin up / spin down) ... -10.0 / -10.0 eV
HOMO (spin up / spin down) ... -15.00 / -15.00 eV
Orbital gap (spin up / spin down) ... 4.991 / 4.994 eV

Structure (ORCA input):
```
! wB97M-V def2-TZVPD RIJCOSX def2/J DEFGRID3
* xyz 2 1
C -5.398 2.967 -0.160
C -6.343 2.141 0.736
C -5.336 4.423 0.345
C -5.897 2.938 -1.618
Cl -3.760 2.257 -0.089
H -6.337 4.897 0.316
H -4.663 5.017 -0.288
H -4.978 4.452 1.383
H -7.371 2.554 0.717
H -5.991 2.155 1.777
H -6.390 1.101 0.383
H -6.913 3.373 -1.699
H -5.942 1.903 -1.985
H -5.227 3.524 -2.263
C 1.961 -0.287 2.307
C 1.809 1.139 2.165
C 0.389 1.431 2.249
H 2.649 1.887 2.074
C -0.330 0.166 2.419
C 0.661 -0.903 2.438
H 0.448 -2.004 2.499
H 2.938 -0.820 2.338
H -0.076 2.448 2.199
H -1.443 0.039 2.460
C 1.468 -0.077 -2.428
C 2.623 0.407 -1.708
C 2.346 1.717 -1.174
H 3.593 -0.129 -1.597
C 1.007 2.082 -1.600
C 0.455 0.969 -2.378
H -0.581 0.905 -2.801
H 1.351 -1.090 -2.901
H 3.068 2.358 -0.590
H 0.486 3.048 -1.376
Pb 0.493 0.093 0.012
N 5.781 -5.293 -0.064
C 4.432 -5.380 -0.298
O 3.889 -6.436 -0.571
C 3.657 -4.114 -0.201
C 4.242 -2.876 0.111
C 3.439 -1.757 0.176
N 2.120 -1.878 -0.061
C 1.497 -3.020 -0.363
C 2.270 -4.168 -0.437
H 6.285 -6.155 -0.135
H 6.330 -4.472 0.169
H 5.288 -2.723 0.309
H 3.867 -0.773 0.417
H 0.412 -2.971 -0.532
H 1.720 -5.063 -0.683
*
```

---

8.
Below is a molecular structure, C18H27AsN3O9P2Pd, with properties calculated with ωB97M-V with the def2-TZVPD basis set.

⟨S²⟩ ... 2.10
Electronic energy ... -124893.5882 eV
E_LUMO (spin up / spin down) ... -3.6 / -3.7 eV
HOMO (spin up / spin down) ... -9.16 / -10.52 eV
Energy relative to the best compared isomer or geometry (same formula, charge and spin) ... 5.329 eV
Orbital gap (spin up / spin down) ... 5.545 / 6.853 eV

Structure (ORCA input):
```
! wB97M-V def2-TZVPD RIJCOSX def2/J DEFGRID3
* xyz 1 3
Pd 0.290 -0.190 -0.137
N 2.939 -0.121 2.961
C 2.746 1.098 2.061
C 3.624 2.256 2.513
P 0.935 1.425 2.192
O 0.652 2.656 3.132
O 0.321 0.206 2.736
O 0.583 1.888 0.704
P 3.271 0.538 0.339
O 4.661 -0.149 0.818
O 3.491 1.692 -0.536
O 2.357 -0.623 -0.029
H 3.156 0.151 3.920
H 3.702 -0.704 2.605
H 2.047 -0.642 2.969
H 3.325 2.637 3.491
H 3.551 3.060 1.780
H 4.670 1.950 2.552
H 0.800 3.538 2.763
H 5.407 0.170 0.299
O -7.329 -2.620 1.352
C -6.247 -3.035 0.661
O -6.283 -4.080 0.077
C -5.057 -2.124 0.606
C -3.988 -2.535 -0.184
C -2.852 -1.762 -0.311
C -2.754 -0.544 0.357
C -3.807 -0.141 1.179
C -4.947 -0.920 1.289
N -1.619 0.278 0.222
C -1.768 1.603 0.305
C -0.714 2.485 0.401
C -0.697 3.858 0.187
C 0.415 4.570 -0.319
C 1.369 4.100 -1.187
C 1.316 2.859 -1.955
N 0.472 1.924 -1.887
H -7.188 -1.750 1.743
H -4.074 -3.482 -0.700
H -2.026 -2.095 -0.916
H -3.722 0.764 1.767
H -5.729 -0.561 1.948
H -2.755 2.036 0.170
H -1.630 4.390 0.344
H 0.463 5.630 -0.086
H 2.184 4.758 -1.456
H 2.111 2.755 -2.705
C 0.646 -1.073 -3.504
As 0.850 -2.486 -2.239
C 2.689 -2.983 -2.068
C -0.072 -4.001 -2.950
O 0.116 -2.141 -0.751
H 1.134 -1.347 -4.438
H 1.071 -0.160 -3.096
H -0.420 -0.927 -3.663
H 2.957 -3.626 -2.904
H 2.791 -3.518 -1.128
H 3.310 -2.092 -2.050
H 0.338 -4.253 -3.927
H -1.126 -3.750 -3.044
H 0.042 -4.841 -2.270
*
```